Version i
Formula: C6H8N2
Source: the OMol25 dataset
Level of theory: the ωB97M-V functional and the def2-TZVPD basis

Structure (ORCA input):
```
! RIJCOSX wB97M-V def2-TZVPD def2/J DEFGRID3
* xyz 0 1
C 1.291 0.556 0.420
C -2.600 1.043 0.325
C -0.213 -2.242 -0.104
C -1.297 1.234 0.572
C -0.384 0.207 0.150
C 2.268 0.304 -0.655
N 1.067 0.699 1.564
N -0.629 -1.031 -0.090
H -3.188 1.932 0.273
H -2.994 0.101 0.088
H -0.530 -2.699 -1.083
H 0.439 -2.788 0.609
H -0.846 2.212 0.672
H 3.062 -0.274 -0.262
H 2.664 1.161 -1.176
H 1.891 -0.416 -1.304
*
```

Properties
HOMO energy (alpha / beta), eV: -7.4 / -7.4
E_LUMO (alpha / beta), eV: 0.3 / 0.3
Frontier orbital gap (alpha / beta), eV: 7.732 / 7.734

Here are the natural (NBO) charges for atoms 1 to 5, given in e: 0.24, -0.38, -0.14, -0.24, 0.19


Version ii
Formula: C6H8N2
Source: the OMol25 dataset
Level of theory: the ωB97M-V functional and the def2-TZVPD basis

Structure (ORCA input):
```
! RIJCOSX wB97M-V def2-TZVPD def2/J DEFGRID3
* xyz 0 1
C 2.079 0.485 -2.129
C 1.213 0.269 -0.901
C -0.099 0.203 -0.755
C -0.638 -0.132 0.572
C -0.251 -0.847 1.637
N -1.143 -0.947 2.603
C -2.219 -0.319 2.118
N -2.018 0.081 0.849
H 2.816 -0.354 -2.317
H 1.348 0.693 -2.959
H 2.621 1.327 -1.813
H 1.882 0.174 -0.012
H -0.853 0.070 -1.549
H 0.792 -1.142 1.719
H -3.102 -0.215 2.722
H -2.426 0.654 0.215
*
```

Properties
HOMO energy, eV: -8.1
E_LUMO, eV: 0.9
Frontier orbital gap, eV: 9.049

Here are the natural (NBO) charges for atoms 1 to 5, given in e: -0.64, -0.12, -0.27, 0.05, -0.07


Version iii
Formula: C6H8N2
Source: the OMol25 dataset
Level of theory: the ωB97M-V functional and the def2-TZVPD basis

Structure (ORCA input):
```
! RIJCOSX wB97M-V def2-TZVPD def2/J DEFGRID3
* xyz 0 1
C 2.063 0.117 -0.165
N 1.169 -0.858 -0.390
N 0.213 -1.089 0.529
C -1.124 -0.855 0.019
C -1.140 -0.100 -1.101
C -0.372 1.205 -0.665
C -0.257 1.324 0.717
C -0.591 0.006 1.244
H 2.861 0.393 -0.960
H 1.730 0.873 0.747
H -1.801 -1.822 0.080
H -2.373 0.182 -1.075
H -0.642 -0.414 -2.095
H -0.311 1.970 -1.239
H 0.116 2.383 0.935
H -0.734 -0.118 2.337
*
```

Properties
HOMO energy, eV: -8.4
E_LUMO, eV: 0.8
Frontier orbital gap, eV: 9.250

Here are the natural (NBO) charges for atoms 1 to 5, given in e: -0.16, -0.27, -0.25, -0.07, -0.50


Which is the most stable structure? version ii is the most stable.


Version i
Formula: C4H6N3
Source: the OMol25 dataset
Level of theory: the ωB97M-V functional and the def2-TZVPD basis

Structure (ORCA input):
```
! RIJCOSX wB97M-V def2-TZVPD def2/J DEFGRID3
* xyz 1 1
C -0.069 -0.158 1.390
C 0.916 -0.069 0.180
C 0.274 -0.164 -1.140
N -0.494 0.207 -2.145
N 1.133 -1.103 -0.828
C 1.796 -2.224 -0.972
N 2.446 -3.163 -1.022
H -1.154 -0.239 1.120
H 0.090 0.698 2.123
H 0.151 -0.923 2.017
H 1.644 0.627 0.298
H -0.993 1.041 -1.906
H -0.573 -0.487 -2.862
*
```

Properties
HOMO energy, eV: -15.6
E_LUMO, eV: -4.8
Frontier orbital gap, eV: 10.708

Here are the natural (NBO) charges for atoms 1 to 5, given in e: -0.66, 0.02, 0.58, -0.68, -0.38


Version ii
Formula: C4H6N3
Source: the OMol25 dataset
Level of theory: the ωB97M-V functional and the def2-TZVPD basis

Structure (ORCA input):
```
! RIJCOSX wB97M-V def2-TZVPD def2/J DEFGRID3
* xyz 1 1
C -3.309 0.131 -0.189
N -2.249 0.458 0.383
C -0.986 0.538 -0.142
C 0.013 -0.262 0.267
N 1.303 0.090 0.168
C 2.480 -0.030 0.229
N 3.801 0.218 -0.100
H -4.110 0.151 0.518
H -3.502 -0.262 -1.168
H -0.611 1.523 -0.576
H -0.022 -1.256 0.581
H 4.546 -0.150 0.437
H 4.116 0.420 -1.043
*
```

Properties
HOMO energy (alpha / beta), eV: -13.1 / -13.1
E_LUMO (alpha / beta), eV: -5.0 / -5.0
Frontier orbital gap (alpha / beta), eV: 8.141 / 8.142

Here are the natural (NBO) charges for atoms 1 to 5, given in e: 0.04, -0.37, 0.09, -0.18, -0.23


Version iii
Formula: C4H6N3
Source: the OMol25 dataset
Level of theory: the ωB97M-V functional and the def2-TZVPD basis

Structure (ORCA input):
```
! RIJCOSX wB97M-V def2-TZVPD def2/J DEFGRID3
* xyz 1 1
C -2.199 -1.032 -0.681
C -1.636 0.183 -0.968
C 1.959 0.752 -0.213
C 1.860 -0.438 0.767
N -2.395 -0.476 0.476
N 1.022 -0.247 -0.403
N -2.336 0.852 -0.018
H -2.409 -2.080 -0.865
H 1.398 1.635 -0.150
H 2.869 0.835 -0.705
H 2.581 -1.222 0.693
H 1.271 -0.458 1.660
H -1.986 1.697 0.406
*
```

Properties
HOMO energy (alpha / beta), eV: -13.8 / -14.3
E_LUMO (alpha / beta), eV: -7.9 / -6.6
Frontier orbital gap (alpha / beta), eV: 5.944 / 7.637

Here are the natural (NBO) charges for atoms 1 to 5, given in e: -0.07, 0.58, -0.30, -0.30, 0.06


Which is the most stable structure? version ii is the most stable.